Computed, not measured: the molecule C4H4Cl2N2O3, with wB97M-V/def2-TZVPD.

```
15
Properties=species:S:1:pos:R:3:mulliken_charge:R:1
C -1.422 0.125 -1.778 0.34
C -0.339 -1.526 -0.463 0.31
O -0.301 -2.669 -0.072 -0.60
N 0.680 -0.634 -0.254 -0.09
N -1.432 -1.053 -1.253 -0.03
H 1.333 -0.895 0.430 0.28
H -1.187 1.613 0.597 0.38
Cl 0.955 0.886 -2.852 -0.14
C 0.430 0.792 -0.148 -0.56
O -0.440 1.053 0.914 -0.49
O -2.264 0.364 -2.602 -0.59
C -0.215 1.124 -1.551 0.43
H -2.143 -1.733 -1.529 0.28
H 1.354 1.180 0.007 0.58
Cl -0.800 2.789 -1.702 -0.09
```

The calculation puts the maximum force at 5.3 eV Å⁻¹. The calculation puts the frontier orbital gap at 10.944 eV. Its energy above the lowest of the compared OMol25 structures with the same formula, charge and spin is 0.00 kcal/mol. As for the SMILES: O=C1NC(=O)C(Cl)(Cl)[C@@H](O)N1.



Computed, not measured: C45H58AsBrF6N2OP2RuSi2 as an isolated structure, with wB97M-V/def2-TZVPD.

```
119
Properties=species:S:1:pos:R:3:mulliken_charge:R:1
H 2.016 0.250 3.327 0.17
H 5.025 4.508 -2.681 0.38
C -1.122 -1.386 0.041 -1.38
H 5.809 -0.422 0.593 0.34
H 5.924 -0.350 -1.991 0.44
H -3.715 2.530 -1.165 0.10
C -0.730 3.196 -2.508 -1.16
H 5.444 -2.118 0.257 0.48
C 1.191 -1.958 -4.404 -0.61
H -2.059 2.468 2.590 0.12
C -5.594 -2.173 -1.522 -0.39
H 6.418 5.595 0.636 0.45
H 0.549 -4.191 5.436 0.47
C 4.612 1.682 -0.655 -0.60
C -0.804 -0.186 5.117 -1.11
C -5.948 -2.040 -2.854 -0.65
O 1.327 0.276 -0.166 0.50
C -3.340 -1.587 -2.080 0.37
C -3.637 -0.553 3.053 -0.61
C 2.302 1.090 -0.197 0.83
H -5.272 -1.612 -4.850 0.44
F -4.581 2.202 2.092 -0.57
C -3.681 -1.494 -3.432 -0.58
H -3.295 0.430 2.755 0.34
C -4.990 -1.714 -3.810 -0.88
H -6.340 -2.397 -0.774 0.42
H -1.799 -0.626 5.102 0.19
H -4.104 2.855 -2.858 0.55
H -4.315 1.232 -2.193 0.10
H 5.128 -1.880 -2.323 0.45
H 2.690 -4.197 1.728 0.50
H 5.611 1.376 -0.919 0.47
C -3.477 -2.970 2.934 -0.69
C 5.615 4.865 0.724 -1.61
H -0.992 3.849 -1.677 0.26
H 1.745 1.390 4.644 0.52
C -1.900 1.229 -4.502 -1.20
C -0.339 -2.865 2.457 0.27
C -0.135 -3.959 -4.210 -0.78
H -1.670 2.115 -5.093 0.54
C -3.682 2.121 -2.173 -0.68
H 1.482 -3.708 -5.599 0.43
H -2.887 0.884 -4.807 0.31
H 1.784 1.967 2.982 0.22
H -2.266 2.280 4.318 0.34
H 0.638 -0.349 -3.085 0.64
C 1.463 1.144 3.619 -1.08
C -0.897 -3.365 -3.218 -0.55
H -0.802 3.798 -3.414 0.49
C 0.900 -3.253 -4.810 -0.71
H 2.372 -1.603 -1.744 0.08
Si -0.408 0.816 3.568 0.42
H -2.985 -3.858 2.557 0.59
H -1.310 -2.979 4.371 0.51
C 6.834 3.476 -0.939 -2.04
F -2.488 1.094 0.577 -0.58
H 0.800 -2.987 0.654 0.51
H 2.561 -4.778 4.125 0.42
C 4.389 3.042 -0.428 -0.55
H -0.074 -0.976 5.286 0.31
H 5.816 5.830 -1.819 0.44
F -5.507 -0.860 1.095 -0.65
H 4.102 5.506 -1.546 0.37
C 3.653 0.693 -0.556 -0.44
C 2.128 2.484 0.104 -0.11
As -5.493 1.223 0.671 1.48
H 4.701 5.399 0.979 0.37
H 6.814 2.949 -1.893 0.41
P -1.658 -1.189 -1.622 3.71
H 5.857 4.182 1.539 0.38
H 2.392 -1.758 0.014 -0.19
Si -1.915 1.722 -2.663 0.27
Ru -0.654 0.601 0.249 -0.97
Br 0.368 3.005 0.696 0.12
F -6.350 0.596 -0.790 -0.45
H -1.719 -3.904 -2.764 0.54
H -6.974 -2.192 -3.157 0.42
N -0.610 -0.182 2.122 0.53
C 5.472 4.085 -0.594 1.84
H -2.921 -1.256 -4.164 0.71
H -0.942 3.260 3.705 0.41
C 1.815 -3.927 2.305 -0.65
C -1.516 2.348 3.530 -0.98
H -0.754 0.501 5.962 0.49
H 1.996 -1.407 -4.872 0.49
C -2.988 -1.702 2.613 1.18
C 0.614 -3.923 4.390 -0.78
C -4.285 -1.949 -1.127 -0.37
H 2.857 4.456 0.206 0.57
N -1.211 0.388 -1.738 0.04
C -4.597 -3.074 3.738 -0.88
C -0.428 -3.227 3.798 -0.89
H -5.276 0.219 4.180 0.42
C -4.756 -0.673 3.860 -0.86
C 0.437 -1.363 -3.405 -1.00
C 3.006 -1.782 -0.879 -1.95
C 1.741 -4.256 3.651 -0.69
H -4.977 -4.050 4.005 0.45
C 5.003 -1.136 0.427 -1.70
C -0.612 -2.063 -2.815 0.14
C 5.070 5.042 -1.731 -1.59
F -6.844 1.176 1.685 -0.41
C 0.774 -3.238 1.707 -0.53
C -5.233 -1.927 4.204 -0.84
F -5.825 2.797 0.011 -0.45
C 4.952 -0.833 -2.079 -1.94
C 3.096 3.426 -0.015 -0.88
H 7.567 4.276 -1.027 0.45
C 4.128 -0.747 -0.780 2.77
H 7.177 2.799 -0.156 0.43
H 0.312 2.890 -2.396 0.18
H 4.396 -1.183 1.333 0.31
H -0.355 -4.966 -4.534 0.46
H -1.165 0.463 -4.749 0.26
H -6.121 -2.017 4.815 0.41
H -4.001 -2.036 -0.087 -0.17
H 3.444 -2.777 -0.970 0.80
H 4.411 -0.374 -2.907 0.41
P -1.410 -1.574 1.778 3.13
```

The calculation puts the maximum force at 1.9 eV Å⁻¹. Its spin multiplicity is 6. Its charge is +1. The calculation puts the frontier orbital gap (spin up / spin down) at 6.796 / 4.923 eV. Its energy above the lowest of the compared OMol25 structures with the same formula, charge and spin is 100.70 kcal/mol.



Computed, not measured: a 2-piece molecular cluster, C5H8O2 overall, with wB97M-V/def2-TZVPD.

```
15
Properties=species:S:1:pos:R:3:mulliken_charge:R:1
C -0.424 -1.009 0.005 -0.17
H -1.166 -0.653 0.960 0.15
O 1.086 -0.413 1.774 -0.47
C -0.970 -0.842 -1.265 -1.14
H -0.117 1.969 1.701 0.44
C -0.065 1.480 0.716 -1.21
C 1.468 -0.208 -1.817 0.19
H -1.012 1.645 0.195 0.32
H -1.222 0.150 -1.636 0.26
H -1.531 -1.666 -1.692 0.29
H 1.202 0.268 2.454 0.36
C 0.184 0.005 0.848 0.59
H 0.720 1.979 0.135 0.29
O 1.982 -0.693 -2.713 -0.25
H -0.136 -2.011 0.333 0.35
```

The calculation puts the maximum force at 1.4 eV Å⁻¹. The calculation puts the frontier orbital gap at 7.228 eV. Its energy above the lowest of the compared OMol25 structures with the same formula, charge and spin is 100.88 kcal/mol.